1.
The following is a DFT calculation (ωB97M-V with the def2-TZVPD basis set) of C27H45N4OP2Sm as an isolated structure at a distorted geometry.

```
80
Properties=species:S:1:pos:R:3:forces:R:3
Sm 0.5532 0.9517 -0.2612 -0.88 -1.93 0.80
P 2.2766 -1.1284 0.7242 0.45 0.32 -0.75
P -2.3421 0.8830 -0.8632 0.23 0.08 -1.21
O -1.2138 -1.5722 1.4761 1.47 1.25 -2.19
N 1.3911 6.5656 9.5870 -0.48 -1.36 -2.18
N 0.0137 -1.1590 -1.2396 0.72 0.45 -0.90
N 0.7395 2.0009 1.9434 0.06 0.65 1.09
N 0.2762 3.1211 3.8226 -0.30 -1.00 -1.85
C -5.2299 0.7956 -0.9405 -0.10 0.00 -0.08
C -0.5728 3.9712 5.9479 0.32 0.06 0.21
C -1.2094 -1.4876 -1.9651 -0.64 -0.25 -0.22
C 1.9237 5.1702 6.4110 0.16 -0.36 -0.32
C 2.2252 -2.2924 -0.6782 -0.13 -0.04 -0.23
C -3.9809 0.3750 -0.1638 0.04 0.15 0.71
C -0.6196 -0.8007 0.8345 -1.73 -1.05 2.85
C -4.0637 0.7836 1.3169 -0.09 -0.06 0.22
C 1.7313 4.4052 5.2553 -0.47 0.42 0.32
C 1.2532 2.5612 3.0548 -1.02 -0.15 -0.37
C 0.4686 3.8431 5.0209 0.42 0.55 1.08
C 1.1736 5.9698 8.6039 0.34 1.28 1.95
C -0.3280 4.6325 7.1595 0.23 0.04 -0.48
C -2.3661 3.7395 -0.9330 -0.07 0.17 0.07
C -0.6349 2.2099 2.0174 0.44 0.40 0.81
C -2.1849 -0.3296 -2.2314 0.21 -0.16 -0.17
C 1.8406 -1.3386 3.4018 -0.11 -0.13 0.33
C 5.1143 -0.8523 0.1170 0.25 0.20 -0.16
C -2.2779 2.4976 -1.8395 -0.40 0.00 0.45
C -3.2337 2.6215 -3.0289 0.07 0.24 -0.25
C 0.8047 -2.3973 -1.2699 0.26 -0.53 0.22
C 3.6962 -2.8634 2.5106 -0.04 -0.15 0.13
C 2.3630 -2.1720 2.2177 -0.36 0.24 0.49
C -0.9293 2.8950 3.1629 0.31 0.05 -0.11
C 3.8063 -0.1078 0.3859 -0.24 -0.12 0.48
C 0.9136 5.2551 7.3780 -0.12 -0.30 -0.27
C 3.9809 0.9589 1.4747 0.31 0.39 0.17
H 1.7347 -1.9800 4.2859 0.10 0.17 -0.14
H 3.5427 0.4202 -0.5551 0.00 -0.12 0.08
H -1.2472 2.4742 -2.2595 -0.23 -0.11 0.07
H -1.3114 1.8213 1.2527 0.01 0.23 0.41
H -2.4139 4.6346 -1.5675 0.05 -0.17 0.22
H 1.6144 -2.9619 2.0129 0.17 0.31 -0.03
H -4.2904 2.6333 -2.7395 0.33 -0.05 0.00
H -5.2595 0.3531 -1.9422 0.04 0.21 0.10
H -1.5567 3.5410 5.7405 0.41 0.08 0.22
H -3.9451 1.8647 1.4767 -0.15 -0.15 -0.20
H 5.0469 -1.5171 -0.7494 -0.02 -0.01 0.23
H -1.8937 0.2072 -3.1479 -0.06 -0.19 0.29
H 2.2895 2.5760 3.3605 -0.15 -0.12 -0.21
H 4.2468 0.5275 2.4496 0.01 -0.04 -0.30
H 0.8506 -0.9128 3.1920 0.22 -0.10 0.02
H -3.0207 3.5805 -3.5210 -0.11 -0.22 0.03
H 2.9409 -1.9583 -1.4485 -0.26 -0.12 0.27
H -3.9235 -0.7313 -0.2073 0.15 0.41 0.05
H -0.9649 -1.9051 -2.9610 0.06 0.05 0.39
H 1.4553 1.7330 -2.2861 -0.19 -1.27 -0.99
H -3.0741 1.8417 -3.7789 -0.15 0.06 0.16
H -3.1882 -0.7514 -2.3927 0.31 0.16 -0.22
H 0.9218 -2.7587 -2.3096 -0.20 0.21 0.31
H 5.8781 -0.1007 -0.1207 -0.06 -0.19 0.02
H 1.2297 0.9932 -2.5057 0.59 1.45 0.04
H 3.5421 -3.5315 3.3688 0.09 0.16 -0.18
H -3.2965 0.2850 1.9224 -0.13 0.02 -0.14
H 4.0230 -3.4923 1.6745 0.06 0.20 0.13
H -3.2616 3.7489 -0.2952 0.13 -0.10 -0.25
H -1.7387 -2.3152 -1.4422 0.13 0.35 -0.06
H -1.8689 3.2748 3.5315 0.12 -0.08 0.01
H -1.0911 4.6777 7.9322 0.09 0.04 -0.23
H 2.5510 -3.2782 -0.3126 0.00 0.25 -0.29
H 3.0977 1.5911 1.6456 0.16 -0.34 -0.26
H -1.5028 3.8619 -0.2630 -0.11 -0.11 -0.12
H 2.5300 4.2988 4.5169 -0.28 0.24 0.35
H -5.0444 0.4929 1.7167 0.26 0.11 -0.03
H 2.8729 5.6907 6.5608 -0.34 -0.26 0.05
H 4.4907 -2.1566 2.7830 -0.23 -0.16 -0.12
H 2.5096 -0.5071 3.6624 -0.04 -0.25 -0.08
H 4.7951 1.6352 1.1828 -0.10 -0.16 0.13
H 0.2454 -3.2087 -0.7509 0.19 0.35 -0.10
H 5.4732 -1.4134 0.9855 -0.18 0.10 -0.21
H -5.3343 1.8848 -1.0167 0.03 -0.27 0.05
H -6.1087 0.4161 -0.4004 0.22 0.10 -0.14
```
Positions in Å, forces in eV/Å.

Calculated values
Total energy in eV: -73203.2010
Lowest unoccupied orbital energy (alpha / beta) in eV: -6.9 / -6.1
Spin multiplicity: 6
Max |F| in eV/A: 3.49
Highest occupied orbital energy (alpha / beta) in eV: -13.65 / -13.85
Gap between HOMO and LUMO (alpha / beta) in eV: 6.8 / 7.7
Net charge: +2


2.
The following is a DFT calculation (ωB97M-V with the def2-TZVPD basis set) of C27H45OSi4SnTe as an isolated structure at a distorted geometry.

```
79
Properties=species:S:1:pos:R:3:forces:R:3
Te 1.3537 0.3210 -0.2653 1.00 0.27 1.45
Sn -1.1260 1.2997 -1.4957 0.41 -0.10 -0.19
Si 2.0279 -1.3284 1.8042 -0.22 0.31 -0.08
Si 3.0574 0.2595 3.2352 -0.18 -0.38 -0.43
Si 3.6639 -2.6187 0.6690 -0.40 0.49 0.20
Si 0.7422 -2.8927 3.1697 0.13 0.76 -0.61
O -3.2427 2.6902 -3.1348 -0.93 1.71 -0.84
C -5.1116 3.6369 -4.5993 -0.76 0.07 -1.04
C 1.8435 1.2297 4.3070 -0.03 0.20 0.07
C -1.5449 -1.7367 -1.9152 0.39 0.42 0.10
C -4.2724 3.7358 -3.3901 2.12 -0.21 0.69
C 4.6790 -1.4185 -0.3755 0.31 -0.29 -0.26
C -1.2907 3.3104 0.4046 -0.66 -0.52 0.72
C -0.6399 -1.9353 4.0311 -0.19 -0.23 0.20
C -6.6314 3.6760 -6.9814 0.19 0.04 0.32
C -6.3487 4.3303 -4.6669 0.86 -0.37 0.07
C 2.9004 -3.9484 -0.4352 0.11 -0.06 -0.21
C 4.0664 1.4882 2.2151 0.13 0.23 0.19
C 0.7383 -1.3185 -2.0097 -1.74 -1.56 -2.11
C -0.4114 2.7078 1.3310 -0.77 -0.19 0.10
C -0.0618 -4.2451 2.1171 -0.13 -0.14 0.13
C 4.8381 -3.5465 1.8255 0.24 -0.11 -0.03
C -5.4207 2.9743 -6.9216 -0.17 0.13 0.12
C 1.8044 -3.7519 4.4997 -0.01 -0.05 0.05
C -2.2484 1.3349 1.1816 0.31 0.46 -0.15
C -0.9690 1.4703 1.7617 -0.51 1.24 0.48
C -2.7861 4.0061 -3.5382 -1.43 -0.65 0.45
C -0.3323 -2.0166 -1.3000 0.70 -0.54 -1.19
C -7.0833 4.3672 -5.8495 0.15 -0.24 -0.20
C -1.3036 -0.8916 -3.0651 -0.04 0.01 0.60
C 4.2277 -0.5711 4.4580 0.27 0.15 0.27
C -4.6573 2.9629 -5.7539 -0.26 0.24 0.36
C -2.4657 2.4595 0.3012 0.52 0.27 0.87
C 0.0865 -0.6383 -3.1351 0.40 -1.03 0.30
H -4.7412 4.1113 -2.4659 0.17 -0.30 -0.51
H 2.6208 -4.3563 4.0754 -0.23 0.23 0.06
H 0.6114 -0.1330 -3.9418 -0.12 -0.09 0.20
H -2.0717 -0.6461 -3.8059 0.41 0.14 0.33
H -0.6247 -4.9147 2.7879 0.11 0.09 -0.16
H 0.5372 3.1175 1.6721 -0.11 -0.19 -0.36
H 3.7224 -4.4500 -0.9711 -0.17 0.05 0.08
H 5.2758 -0.7361 0.2456 -0.17 -0.16 -0.09
H 4.0657 -0.8110 -1.0555 0.08 -0.20 0.27
H 2.3597 -4.7177 0.1324 0.14 0.22 -0.07
H 5.5814 -4.0608 1.1947 -0.10 0.06 0.18
H -5.0607 2.4355 -7.7983 -0.10 0.14 0.20
H 4.9339 1.0211 1.7291 -0.22 0.04 0.10
H -3.6985 2.4375 -5.7305 -0.36 0.11 0.07
H 2.4441 1.8636 4.9783 -0.13 -0.09 -0.09
H -0.2653 -1.1702 4.7260 -0.05 -0.18 -0.23
H -2.4006 4.0755 -4.5652 -0.03 -0.05 0.54
H -8.0102 4.9399 -5.8952 0.21 -0.19 0.04
H -0.5023 0.8208 2.5021 -0.23 0.01 -0.38
H 1.1840 1.8925 3.7326 0.12 -0.20 0.05
H 3.4677 1.9832 1.4394 0.07 -0.20 0.19
H -2.5246 -2.0834 -1.5884 0.25 0.07 -0.11
H 0.6667 -4.8600 1.5697 -0.17 0.22 0.14
H 5.3751 -2.0167 -0.9842 0.00 0.18 0.05
H 4.4453 2.2650 2.8989 -0.01 -0.11 -0.14
H 5.3837 -2.8826 2.5091 -0.16 -0.13 -0.13
H -0.1457 -2.6775 -0.4605 -0.19 0.23 0.02
H -2.2909 4.5807 -2.7472 -0.01 -0.28 -0.37
H -6.6945 4.8660 -3.7814 0.03 -0.13 -0.22
H -0.7786 -3.8283 1.3940 0.26 -0.06 0.18
H 1.2150 0.5877 4.9386 0.15 0.08 -0.17
H 2.2151 -3.5408 -1.1882 0.09 -0.08 0.21
H -7.2140 3.6910 -7.9047 0.18 0.00 0.29
H -1.2413 -2.6507 4.6148 0.05 0.19 -0.05
H 3.7104 -1.2558 5.1425 0.08 0.12 -0.18
H -2.9736 0.5586 1.4260 0.23 0.14 -0.29
H 4.3257 -4.3151 2.4212 0.07 0.22 -0.13
H 1.7541 -1.7064 -2.0990 -0.36 0.40 0.21
H 4.6732 0.2321 5.0656 0.02 -0.21 -0.01
H -1.1277 4.2609 -0.1034 -0.11 -0.29 0.12
H -3.4179 2.7191 -0.1651 0.38 -0.14 -0.02
H -1.3136 -1.4485 3.3104 0.26 -0.10 0.13
H 2.2437 -3.0454 5.2200 -0.12 -0.14 -0.27
H 1.1574 -4.4377 5.0724 0.12 0.16 -0.15
H 5.0469 -1.1171 3.9742 -0.18 0.08 0.06
```
Positions in Å, forces in eV/Å.

Calculated values
Total energy in eV: -75410.5240
Energy relative to the best compared isomer or geometry (same formula, charge and spin) in kcal per mole: 0.0
Lowest unoccupied orbital energy (alpha / beta) in eV: 2.4 / 2.4
Max |F| in eV/A: 3.14
Highest occupied orbital energy (alpha / beta) in eV: -1.65 / -1.93
Gap between HOMO and LUMO (alpha / beta) in eV: 4.0 / 4.3
Net charge: -1


3.
The following is a DFT calculation (ωB97M-V with the def2-TZVPD basis set) of C27H46BN6PdSe4 as an isolated structure.

```
85
Properties=species:S:1:pos:R:3:forces:R:3
Pd 1.7425 -0.7351 1.2237 -0.43 0.26 -0.84
Se 4.1872 -2.3207 3.0357 0.17 -0.42 0.31
Se 3.2373 -0.2919 3.0877 -0.09 0.55 0.49
Se 0.7941 -0.1971 3.5782 0.36 0.50 0.66
Se 0.2151 -1.5242 5.2537 0.01 -0.30 0.13
N -0.5652 -1.5518 1.1921 0.38 -0.57 0.41
N 0.0873 0.0125 -1.2352 -0.31 0.24 -0.59
N -1.4563 -0.7717 0.5611 -0.40 0.00 0.12
N 1.2403 1.4754 0.6292 0.75 -0.22 -0.05
N -0.1013 1.4628 0.7896 -0.40 0.62 0.06
N 1.0064 -0.8994 -0.8780 0.60 -0.50 0.13
C 3.8344 -1.9192 -0.6822 -0.48 -0.09 0.12
C -1.1254 -2.7164 1.4868 0.01 0.47 -0.15
C 1.7381 2.5550 1.2215 -0.32 -0.10 -0.01
C 0.2859 0.3548 -2.5266 0.40 0.04 -0.20
C -3.8073 -0.7783 -1.6642 -0.11 -0.15 0.15
C 3.9387 1.9738 0.2176 -0.07 -0.28 0.29
C 3.6636 -2.2698 -3.1525 -0.26 -0.09 0.14
C 2.8793 -2.1962 -1.8438 0.25 0.02 0.10
C -3.9413 -1.0380 -0.1652 0.05 0.24 -0.16
C 1.3642 -0.3839 -2.9938 -0.03 0.03 0.12
C 0.6852 3.2807 1.7831 -0.13 -0.16 -0.03
C -1.0096 -5.1971 1.8818 0.04 0.29 0.13
C 1.7882 -1.1630 -1.9170 -0.31 0.05 -0.11
C -2.5065 1.8178 2.7298 0.17 0.21 0.06
C -1.4223 0.4900 -4.3132 0.16 0.13 -0.04
C -2.6879 3.4927 0.8194 0.10 0.02 0.17
C -1.8293 2.9584 1.9695 -0.23 -0.05 -0.18
C -0.4636 2.5624 1.4973 0.30 0.32 0.31
C 3.4188 4.3585 0.8671 -0.04 -0.19 0.13
C -2.6344 -1.4416 0.4619 -0.30 -0.56 0.16
C -1.1589 2.4898 -2.7979 0.13 -0.08 -0.03
C 3.2035 2.8813 1.2003 0.16 -0.21 -0.08
C 1.0876 -3.8315 1.6531 -0.17 0.38 0.23
C -2.4513 -2.6817 1.0487 -0.20 0.20 -0.12
C -0.4547 1.2967 -3.4377 -0.32 0.03 -0.01
C -0.3621 -3.8347 2.1367 0.25 -0.09 0.03
C -4.6452 0.1211 0.5418 0.04 -0.28 -0.07
B -0.9210 0.4989 -0.1435 0.34 -0.35 0.16
H 4.1034 -1.3002 -3.3800 0.07 0.09 -0.05
H 3.0172 -2.5609 -3.9772 -0.03 -0.02 -0.18
H -4.6728 -0.0612 1.6131 -0.05 0.08 0.12
H 1.5427 -2.8618 1.9180 0.05 -0.58 -0.10
H -3.2377 -1.5794 -2.1295 0.08 -0.04 -0.13
H -0.5234 2.9515 -2.0467 0.03 0.13 0.15
H 3.0036 4.5960 -0.1113 -0.06 0.04 -0.08
H -0.9564 -5.4615 0.8271 -0.04 0.00 -0.15
H -3.6439 3.8470 1.1997 -0.16 0.03 0.01
H -2.0904 2.1991 -2.3242 -0.12 -0.02 0.08
H -2.8672 2.7187 0.0826 -0.07 -0.07 -0.15
H -4.7892 -0.7363 -2.1303 -0.15 0.05 -0.11
H -0.3443 -3.6549 3.2202 -0.05 0.00 -0.11
H 3.2502 -1.7660 0.2492 0.76 -0.24 -0.45
H 4.4323 -1.0313 -0.8816 0.00 0.16 0.06
H -1.9671 1.6146 3.6556 0.00 -0.09 0.00
H 0.3199 1.7065 -4.0996 -0.06 -0.11 0.10
H 1.7752 -0.3377 -3.9837 0.06 -0.01 -0.19
H -3.3005 0.1625 -1.8461 0.09 0.14 -0.05
H 2.9371 4.9839 1.6154 -0.04 0.18 -0.01
H 3.7725 0.9217 0.4856 0.14 0.30 -0.17
H 0.7399 4.1973 2.3375 -0.05 0.16 0.12
H -2.5026 0.9119 2.1333 -0.07 -0.15 0.01
H 3.6117 2.7067 2.2077 -0.09 -0.04 -0.14
H -2.1843 4.3198 0.3216 0.03 0.07 -0.05
H 4.4818 4.5934 0.8561 0.10 0.03 0.01
H -2.0512 -5.2035 2.1923 -0.16 -0.06 0.02
H -4.1365 1.0613 0.3600 0.08 0.14 0.02
H 4.4673 -2.9999 -3.0698 0.05 -0.04 0.00
H -5.6679 0.2085 0.1771 -0.11 0.06 -0.05
H -0.8903 -0.3149 -4.8164 -0.01 -0.05 -0.07
H -1.8848 1.1291 -5.0645 -0.08 0.06 -0.08
H 5.0094 2.1696 0.2381 0.10 0.06 -0.01
H 3.5621 2.1234 -0.7929 -0.02 0.01 -0.13
H -0.4856 -5.9623 2.4501 0.06 -0.10 0.05
H 4.5074 -2.7586 -0.5194 0.03 -0.07 0.08
H 2.4050 -3.1718 -1.6580 0.02 0.16 -0.06
H -4.5865 -1.9184 -0.0459 0.17 0.07 0.02
H -3.5344 2.0793 2.9779 -0.11 -0.01 0.02
H -1.8205 1.0908 -0.6157 -0.32 0.09 -0.16
H -1.3933 3.2323 -3.5609 0.01 0.04 -0.06
H -3.1958 -3.4473 1.1428 -0.18 -0.14 -0.03
H 1.1432 -3.9679 0.5712 -0.01 0.04 -0.06
H -1.6759 3.7937 2.6679 0.06 -0.18 -0.12
H 1.6712 -4.6074 2.1431 0.08 -0.03 0.07
H -2.2046 0.0454 -3.7057 -0.10 -0.04 0.06
```
Positions in Å, forces in eV/Å.

Calculated values
Total energy in eV: -303232.7810
Energy relative to the best compared isomer or geometry (same formula, charge and spin) in kcal per mole: 17.3
Lowest unoccupied orbital energy (alpha / beta) in eV: 2.6 / 1.7
Spin multiplicity: 3
Max |F| in eV/A: 0.99
Highest occupied orbital energy (alpha / beta) in eV: -3.65 / -3.90
Gap between HOMO and LUMO (alpha / beta) in eV: 6.2 / 5.6
Net charge: -1